[1]
Density functional theory data (ωB97M-V/def2-TZVPD) for 2 unconnected molecules or ions with the total composition C39H29NO2P in a non-equilibrium geometry.

As for the spin multiplicity: 1. The calculation puts the largest force on an atom at 2.6 eV/A. The frontier orbital gap comes out at 4.9 eV. The HOMO energy comes out at -3.96 eV. The net charge is -1.

Last column: Mulliken charge in e.
Element x y z (Å)
C 4.332 -2.605 3.664  -0.3590
C 3.226 -2.481 4.508  -0.5926
C 2.094 -1.753 4.103  -0.2958
C 2.051 -1.156 2.829  0.0583
P 0.578 -0.320 2.093  1.1020
C -0.715 -1.504 2.602  0.0628
C -1.622 -1.249 3.631  -0.1937
C -2.531 -2.249 4.017  -0.5319
C -2.556 -3.479 3.354  -0.3946
C -1.686 -3.713 2.284  -0.4864
C -0.767 -2.729 1.910  -0.3743
C 0.237 1.343 2.670  -0.5700
C 0.768 2.449 2.010  0.2015
N 1.180 3.449 1.518  -0.7125
O 0.718 -0.350 0.596  -0.8036
C 3.206 -1.211 2.031  -0.3331
C 4.327 -1.950 2.428  -0.4549
H 5.204 -3.183 3.975  0.3459
H 3.258 -2.952 5.494  0.3306
H 1.249 -1.643 4.788  0.3148
H -1.651 -0.270 4.116  0.2116
H -3.232 -2.046 4.826  0.3742
H -3.252 -4.253 3.671  0.3497
H -1.735 -4.656 1.732  0.3474
H -0.094 -2.890 1.063  0.3766
H -0.168 1.478 3.672  0.3500
H 3.214 -0.660 1.088  0.3943
H 5.207 -2.003 1.784  0.3370
C -7.214 0.452 -1.626  -0.2704
C -6.968 1.114 -0.415  -0.7020
C -5.898 2.000 -0.308  -0.4771
C -5.132 2.360 -1.446  0.4701
C -4.149 3.459 -1.312  0.4665
C -3.513 3.722 -0.120  -0.9684
C -2.620 4.828 0.064  0.6205
C -1.947 5.021 1.297  -1.0339
C -1.476 6.299 1.743  0.4491
C -2.119 7.530 1.378  -0.2311
C -1.545 8.751 1.716  -0.6711
C -0.319 8.787 2.398  -0.3115
C 0.315 7.604 2.794  -0.6840
C -0.276 6.379 2.513  -0.2435
C -2.432 5.711 -1.047  -1.0213
C -3.079 5.565 -2.251  -0.0053
C -2.979 6.593 -3.307  0.2423
C -2.848 7.950 -2.919  -0.3154
C -2.828 8.974 -3.868  -0.7538
C -2.837 8.665 -5.235  -0.2429
C -2.936 7.329 -5.650  -0.7248
C -3.054 6.319 -4.689  -0.1778
C -3.825 4.308 -2.494  0.6394
O -4.061 3.912 -3.651  -0.7732
C -5.401 1.678 -2.651  -0.1578
C -6.402 0.709 -2.736  -0.6677
H -8.040 -0.251 -1.696  0.3496
H -7.598 0.951 0.462  0.3351
H -5.674 2.463 0.663  0.2286
H -3.718 3.079 0.738  0.4472
H -1.785 4.165 1.947  0.5211
H -3.065 7.490 0.817  0.4797
H -2.038 9.688 1.449  0.3632
H 0.155 9.738 2.620  0.3678
H 1.286 7.653 3.293  0.3815
H 0.223 5.434 2.736  0.2604
H -1.731 6.531 -0.921  1.1301
H -2.798 8.197 -1.852  0.3533
H -2.787 10.012 -3.530  0.3530
H -2.772 9.467 -5.970  0.3504
H -2.921 7.087 -6.715  0.3610
H -3.221 5.293 -5.002  0.4393
H -4.822 1.941 -3.531  0.4029
H -6.558 0.165 -3.665  0.3669

***

[2]
Density functional theory data (ωB97M-V/def2-TZVPD) for a molecular structure, C39H30BrIN6O2PYb in a non-equilibrium geometry.

As for the spin multiplicity: 2. The calculation puts the largest force on an atom at 2.5 eV/A. The frontier orbital gap (spin up / spin down) comes out at 7.6 / 5.5 eV. The HOMO energy (spin up / spin down) comes out at -13.11 / -13.11 eV. The net charge is +2. Its expectation value of S² is 0.751.

Last column: Löwdin spin population.
Element x y z (Å)
Yb -1.226 0.583 -0.450  0.9870
I -1.965 -1.975 0.914  0.0034
C -1.746 -3.760 -0.159  0.0002
C -2.463 -4.717 0.505  0.0004
C -2.461 -6.052 0.057  0.0000
C -1.723 -6.365 -1.034  0.0001
C -0.974 -5.384 -1.731  -0.0001
C -0.230 -5.819 -2.854  0.0001
C 0.517 -4.954 -3.584  -0.0001
C 0.524 -3.601 -3.213  0.0000
C -0.177 -3.110 -2.137  -0.0007
P -0.055 -1.293 -2.040  0.0013
C 1.706 -0.902 -2.233  0.0004
C 2.664 -1.702 -1.610  0.0006
C 4.005 -1.343 -1.652  -0.0002
C 4.397 -0.188 -2.315  0.0008
C 3.448 0.614 -2.934  -0.0003
C 2.107 0.263 -2.886  0.0006
C -0.914 -0.679 -3.518  0.0014
C -2.248 -0.308 -3.362  0.0006
C -3.014 0.124 -4.435  -0.0002
C -2.431 0.195 -5.690  0.0007
C -1.097 -0.162 -5.864  0.0000
C -0.341 -0.597 -4.787  0.0006
C -0.959 -4.009 -1.329  0.0000
H -3.037 -4.466 1.386  0.0001
H -3.034 -6.799 0.588  0.0000
H -1.688 -7.383 -1.402  0.0000
H -0.274 -6.870 -3.115  0.0000
H 1.088 -5.286 -4.440  0.0000
H 1.116 -2.919 -3.812  0.0000
H 2.372 -2.614 -1.104  0.0000
H 4.743 -1.972 -1.173  0.0000
H 5.444 0.082 -2.357  0.0000
H 3.753 1.509 -3.464  0.0000
H 1.380 0.895 -3.384  0.0000
H -2.746 -0.390 -2.395  -0.0001
H -4.051 0.399 -4.294  0.0000
H -3.017 0.529 -6.537  0.0000
H -0.646 -0.105 -6.846  0.0000
H 0.696 -0.869 -4.940  0.0000
Br 4.141 5.285 -2.529  0.0000
C 2.298 4.965 -2.583  0.0000
C 1.461 5.819 -3.300  -0.0001
N 0.141 5.650 -3.397  0.0000
C -0.391 4.601 -2.781  -0.0001
C 0.374 3.705 -2.039  -0.0001
C 1.753 3.888 -1.927  -0.0001
C -0.258 2.563 -1.414  0.0006
O -1.496 2.270 -1.628  0.0022
O 0.422 1.763 -0.640  0.0000
H 1.881 6.674 -3.818  0.0000
H -1.461 4.462 -2.873  0.0000
H 2.365 3.201 -1.357  0.0000
C 0.449 1.490 2.873  0.0001
C -1.001 1.756 2.687  0.0007
N -1.741 1.458 1.623  -0.0006
C -3.044 1.861 1.916  0.0001
C -3.074 2.388 3.155  0.0001
N -1.778 2.316 3.627  0.0004
C -1.354 2.700 4.981  0.0000
N -0.992 1.540 5.735  0.0001
N -1.937 0.583 5.950  0.0005
N -1.435 -0.351 6.659  -0.0004
C -0.120 -0.012 6.954  0.0002
C 0.835 -0.704 7.707  -0.0005
C 2.071 -0.117 7.834  0.0003
C 2.357 1.131 7.233  -0.0004
C 1.424 1.821 6.491  0.0005
C 0.172 1.207 6.369  -0.0002
H 0.900 1.147 1.945  0.0000
H 0.609 0.737 3.646  0.0000
H 0.980 2.394 3.176  0.0000
H -3.861 1.740 1.223  0.0000
H -3.879 2.783 3.751  0.0000
H -2.190 3.229 5.429  0.0000
H -0.497 3.367 4.934  0.0000
H 0.600 -1.653 8.168  0.0000
H 2.840 -0.609 8.413  0.0000
H 3.339 1.563 7.372  0.0000
H 1.654 2.788 6.062  0.0000

***

[3]
Density functional theory data (ωB97M-V/def2-TZVPD) for a molecular structure, C39H30ClF10IrN7O3S in a non-equilibrium geometry.

As for the spin multiplicity: 2. The calculation puts the largest force on an atom at 2.8 eV/A. The frontier orbital gap (spin up / spin down) comes out at 6.4 / 5.3 eV. The HOMO energy (spin up / spin down) comes out at -7.39 / -7.38 eV. Its expectation value of S² is 0.782.

Last column: Löwdin spin population.
Element x y z (Å)
Ir 1.743 0.322 -0.194  0.1149
C 3.504 2.238 -1.798  0.0000
N 3.098 0.830 -1.771  -0.0006
C 4.268 -0.032 -1.518  0.0000
C 4.753 0.214 -0.100  0.0006
N 3.615 0.421 0.804  0.0007
C 3.739 0.011 2.119  0.0006
C 3.178 0.808 3.132  -0.0006
F 2.679 2.015 2.807  -0.0003
C 3.104 0.431 4.453  0.0001
F 2.515 1.234 5.349  0.0001
C 3.664 -0.766 4.861  -0.0008
F 3.589 -1.157 6.135  -0.0003
C 4.312 -1.541 3.922  0.0001
F 4.875 -2.694 4.292  0.0001
C 4.353 -1.158 2.591  -0.0004
F 4.972 -2.004 1.751  -0.0001
C 2.375 0.417 -2.993  0.0008
C 1.004 1.032 -3.002  0.0383
N 0.339 0.685 -1.749  0.4595
C -1.012 0.809 -1.700  0.0147
C -1.781 1.647 -2.546  0.0844
F -1.183 2.475 -3.413  0.0246
C -3.154 1.709 -2.488  -0.0121
F -3.815 2.537 -3.295  -0.0101
C -3.852 0.934 -1.574  0.1010
F -5.171 1.015 -1.499  0.0240
C -3.150 0.083 -0.736  -0.0171
F -3.810 -0.690 0.123  -0.0111
C -1.775 0.022 -0.799  0.0794
F -1.180 -0.864 -0.027  0.0261
H 4.326 2.378 -2.505  -0.0001
H 3.819 2.541 -0.801  0.0000
H 2.673 2.861 -2.111  0.0004
H 5.057 0.165 -2.253  0.0000
H 3.949 -1.063 -1.626  0.0000
H 5.380 1.117 -0.078  0.0001
H 5.398 -0.617 0.183  0.0003
H 2.243 -0.665 -2.938  -0.0004
H 2.932 0.673 -3.901  -0.0002
H 0.446 0.624 -3.847  0.0085
H 1.036 2.118 -3.128  0.0172
N 1.838 -3.516 1.904  0.0006
C 1.634 -2.294 1.366  0.0009
S 2.279 -2.014 -0.191  0.0034
N 0.918 -1.455 2.087  -0.0014
N 0.825 -0.222 1.574  -0.0019
C -0.003 0.609 2.131  0.0022
C -0.889 0.228 3.258  0.0002
C -1.811 -0.806 3.106  0.0001
C -2.622 -1.169 4.168  0.0000
C -2.504 -0.524 5.393  0.0001
C -1.570 0.487 5.557  0.0000
C -0.766 0.864 4.490  0.0001
C 0.049 1.971 1.611  -0.0009
C -0.770 2.984 2.104  0.0022
C -0.640 4.268 1.615  -0.0011
C 0.308 4.524 0.637  0.0021
C 1.061 3.465 0.167  -0.0006
N 0.936 2.219 0.621  0.0083
H 2.109 -4.259 1.283  0.0000
H 1.274 -3.759 2.702  0.0000
H -1.889 -1.323 2.160  0.0000
H -3.340 -1.969 4.043  0.0000
H -3.137 -0.814 6.222  0.0000
H -1.456 0.977 6.515  0.0000
H -0.012 1.631 4.624  0.0000
H -1.503 2.747 2.861  0.0001
H -1.273 5.060 1.991  -0.0001
H 0.465 5.518 0.244  0.0002
H 1.794 3.622 -0.605  -0.0002
C -3.565 -2.793 -1.486  0.0003
C -3.778 -1.810 -2.616  0.0008
C -4.953 -1.051 -2.578  0.0046
C -5.256 -0.097 -3.526  0.0078
Cl -6.749 0.796 -3.416  0.0035
C -4.374 0.151 -4.566  -0.0018
C -3.218 -0.597 -4.637  0.0023
C -2.908 -1.588 -3.695  0.0007
O -1.750 -2.221 -3.981  -0.0006
C -1.230 -3.301 -3.215  0.0010
C -0.420 -2.775 -2.010  0.0011
O -0.630 -3.326 -0.916  0.0059
O 0.342 -1.820 -2.284  0.0174
H -4.170 -2.484 -0.633  0.0001
H -2.529 -2.864 -1.156  0.0000
H -3.890 -3.797 -1.767  0.0002
H -5.653 -1.224 -1.769  0.0001
H -4.598 0.904 -5.310  -0.0002
H -2.515 -0.452 -5.447  0.0000
H -0.528 -3.810 -3.877  -0.0001
H -1.989 -4.006 -2.887  0.0001